(1)
Cl4Pt | ωB97M-V with the def2-TZVPD basis set

Calculated values
HOMO level (alpha / beta) ... -1.364 / -1.495 eV
⟨S²⟩ ... 2.006
ΔE to the lowest compared entry with this formula, charge and spin ... 6.4 kcal per mole
Largest force on an atom ... 1.294 eV/A
Kohn-Sham gap (alpha / beta) ... 7.4 / 7.3 eV
DFT total energy ... -53339.2961 eV

ORCA input file:
```
! wB97M-V def2-TZVPD RIJCOSX def2/J DEFGRID3
* xyz -2 3
Pt -0.317 -0.133 -0.229
Cl -0.272 -2.329 0.988
Cl -0.800 1.281 2.073
Cl 2.282 0.347 -0.474
Cl -0.893 0.835 -2.358
*
```

(2)
Cl5CuO20 | ωB97M-V with the def2-TZVPD basis set

Calculated values
HOMO level ... 0.549 eV
ΔE to the lowest compared entry with this formula, charge and spin ... 0.0 kcal per mole
Largest force on an atom ... 5.939 eV/A
Kohn-Sham gap ... 8.1 eV
DFT total energy ... -148158.0696 eV

ORCA input file:
```
! wB97M-V def2-TZVPD RIJCOSX def2/J DEFGRID3
* xyz -4 1
Cu -22.371 -4.070 -9.141
Cl -21.518 -9.229 -8.424
O -22.530 -9.442 -9.411
O -21.858 -8.561 -7.274
O -21.043 -10.509 -8.065
O -20.392 -8.777 -9.119
Cl -20.354 -3.885 -12.991
O -20.667 -4.422 -14.284
O -21.317 -3.967 -11.801
O -19.003 -4.443 -12.597
O -20.244 -2.452 -13.334
Cl -21.165 -2.852 -4.848
O -22.315 -2.633 -5.712
O -21.327 -1.745 -3.926
O -21.513 -4.032 -4.087
O -19.854 -2.725 -5.490
Cl -25.585 -5.046 -8.403
O -26.866 -4.525 -8.157
O -24.898 -5.230 -7.078
O -25.843 -6.350 -8.839
O -24.838 -4.453 -9.480
Cl -22.986 -0.505 -9.447
O -22.339 -1.782 -9.597
O -22.582 0.396 -10.521
O -24.402 -0.562 -9.199
O -22.476 0.143 -8.338
*
```

(3)
Cl6NaO24 | ωB97M-V with the def2-TZVPD basis set

Calculated values
HOMO level ... 2.925 eV
ΔE to the lowest compared entry with this formula, charge and spin ... 4.9 kcal per mole
Largest force on an atom ... 1.845 eV/A
Kohn-Sham gap ... 6.4 eV
DFT total energy ... -128639.0814 eV

ORCA input file:
```
! wB97M-V def2-TZVPD RIJCOSX def2/J DEFGRID3
* xyz -5 1
Na 0.264 -0.101 -0.445
Cl -0.802 -2.014 -2.965
O -1.537 -2.166 -1.754
O 0.437 -2.758 -2.909
O -1.556 -2.539 -4.076
O -0.561 -0.618 -3.174
Cl 1.549 2.153 2.855
O 2.654 1.397 3.416
O 1.822 3.576 3.143
O 1.502 1.950 1.429
O 0.302 1.776 3.482
Cl 2.201 -3.316 1.234
O 1.051 -2.447 0.990
O 3.358 -2.535 1.575
O 1.874 -4.231 2.315
O 2.512 -4.096 0.038
Cl 3.000 0.967 -2.519
O 4.252 1.709 -2.477
O 3.074 -0.185 -1.670
O 1.917 1.792 -2.041
O 2.789 0.609 -3.897
Cl -2.509 3.258 -0.184
O -1.702 2.116 -0.603
O -3.877 3.053 -0.608
O -2.517 3.444 1.246
O -1.939 4.428 -0.795
Cl -3.500 -1.033 1.673
O -3.853 -2.391 2.038
O -4.437 -0.625 0.646
O -3.636 -0.185 2.824
O -2.132 -0.990 1.213
*
```

(4)
ClCu8O8P | ωB97M-V with the def2-TZVPD basis set

Calculated values
HOMO level ... -18.256 eV
Largest force on an atom ... 3.145 eV/A
Kohn-Sham gap ... 3.2 eV
DFT total energy ... -395246.5416 eV

ORCA input file:
```
! wB97M-V def2-TZVPD RIJCOSX def2/J DEFGRID3
* xyz 4 1
Cu -2.319 1.709 -4.085
Cu 2.192 -1.240 -0.630
Cu 2.010 1.486 0.357
Cu -0.611 -1.285 2.087
Cu 1.781 0.775 -3.736
Cu -4.512 -1.045 -1.544
Cu -2.304 3.857 1.154
Cu 0.372 -2.694 -2.551
P 1.935 -0.739 2.470
O 1.404 -2.114 2.341
O 0.805 0.272 2.786
O 2.803 -0.302 1.292
O 2.503 -0.131 3.770
Cl -1.272 0.298 -0.763
O -2.134 1.274 -0.118
O -1.900 -1.007 -0.880
O -0.707 0.793 -2.025
O -0.046 0.094 0.075
*
```

(5)
ClF2H7Si4 | ωB97M-V with the def2-TZVPD basis set

Calculated values
HOMO level ... -9.930 eV
Largest force on an atom ... 2.877 eV/A
Kohn-Sham gap ... 9.4 eV
DFT total energy ... -49583.5019 eV
Structure (SMILES) ... F[Si@H](Cl)[Si@H](F)[SiH2][SiH3]

ORCA input file:
```
! wB97M-V def2-TZVPD RIJCOSX def2/J DEFGRID3
* xyz 0 1
F 2.845 1.831 -0.035
Si 3.005 0.360 -0.800
Cl 1.912 0.664 -2.568
Si 1.820 -1.049 0.517
F 2.072 -2.575 0.030
Si -0.708 -0.952 0.554
Si -1.382 0.841 -0.599
H 4.575 0.347 -0.767
H 2.667 -1.069 1.619
H -1.221 -1.491 1.872
H -1.366 -1.938 -0.452
H -1.693 0.157 -1.979
H -2.637 1.492 0.093
H -0.346 1.828 -0.802
*
```

(6)
ClF2Li3 | ωB97M-V with the def2-TZVPD basis set

Calculated values
HOMO level ... -7.554 eV
ΔE to the lowest compared entry with this formula, charge and spin ... 0.0 kcal per mole
Largest force on an atom ... 1.997 eV/A
Kohn-Sham gap ... 5.6 eV
DFT total energy ... -18577.4869 eV

ORCA input file:
```
! wB97M-V def2-TZVPD RIJCOSX def2/J DEFGRID3
* xyz 0 1
Li -20.322 12.866 -23.094
Li -21.784 14.546 -21.287
Li -22.564 11.266 -22.008
Cl -17.979 12.346 -23.059
F -21.357 14.507 -23.282
F -21.283 12.510 -21.254
*
```

(7)
ClFH8Si5 | ωB97M-V with the def2-TZVPD basis set

Calculated values
HOMO level ... -9.739 eV
ΔE to the lowest compared entry with this formula, charge and spin ... 13.0 kcal per mole
Largest force on an atom ... 2.641 eV/A
Kohn-Sham gap ... 9.0 eV
DFT total energy ... -54758.0049 eV
Structure (SMILES) ... F[Si]1(Cl)[SiH2][SiH2][SiH2][SiH2]1

ORCA input file:
```
! wB97M-V def2-TZVPD RIJCOSX def2/J DEFGRID3
* xyz 0 1
F -2.125 1.934 2.775
Si -1.495 0.671 1.912
Cl -2.196 -1.329 2.993
Si -2.431 0.310 -0.225
Si -0.356 -0.233 -1.446
Si 1.355 -0.761 0.201
Si 0.872 0.532 2.160
H -2.917 1.461 -1.067
H -3.642 -0.572 -0.435
H 0.145 1.129 -2.013
H -0.603 -1.283 -2.480
H 2.086 -2.106 0.815
H 2.618 -0.399 -0.552
H 0.951 -0.250 3.441
H 1.630 1.814 2.404
*
```

(8)
ClFHN2O | ωB97M-V with the def2-TZVPD basis set

Calculated values
HOMO level ... -4.626 eV
ΔE to the lowest compared entry with this formula, charge and spin ... 25.4 kcal per mole
Largest force on an atom ... 10.658 eV/A
Kohn-Sham gap ... 8.8 eV
DFT total energy ... -20283.7038 eV

ORCA input file:
```
! wB97M-V def2-TZVPD RIJCOSX def2/J DEFGRID3
* xyz -1 1
N 0.989 -1.094 -0.275
N 1.230 -1.007 -1.492
O 0.982 -1.574 0.786
F -2.185 1.200 -0.251
Cl 0.489 1.176 0.797
H -1.506 1.299 0.434
*
```

(9)
ClFHP3 | ωB97M-V with the def2-TZVPD basis set

Calculated values
HOMO level ... -8.955 eV
ΔE to the lowest compared entry with this formula, charge and spin ... 18.2 kcal per mole
Largest force on an atom ... 2.422 eV/A
Kohn-Sham gap ... 8.1 eV
DFT total energy ... -43122.2714 eV
Structure (SMILES) ... FP1[PH]#P1Cl

ORCA input file:
```
! wB97M-V def2-TZVPD RIJCOSX def2/J DEFGRID3
* xyz 0 1
F -1.335 -2.161 -0.394
P -0.770 -0.656 -0.616
P 0.789 -0.483 0.906
P -0.546 1.358 0.988
Cl -0.038 2.324 -0.738
H 1.900 -0.381 -0.146
*
```

(10)
ClFN2O3 | ωB97M-V with the def2-TZVPD basis set

Calculated values
HOMO level ... -11.911 eV
ΔE to the lowest compared entry with this formula, charge and spin ... 75.4 kcal per mole
Largest force on an atom ... 3.811 eV/A
Kohn-Sham gap ... 9.3 eV
DFT total energy ... -24352.5110 eV

ORCA input file:
```
! wB97M-V def2-TZVPD RIJCOSX def2/J DEFGRID3
* xyz 0 1
N 0.580 -0.629 0.118
N -0.131 0.530 -0.691
O -0.080 -1.590 0.252
O 1.673 -0.342 0.454
O -1.336 0.543 -0.831
F 0.276 1.789 0.643
Cl -2.473 -0.114 0.394
*
```

(11)
ClFN3 | ωB97M-V with the def2-TZVPD basis set

Calculated values
HOMO level (alpha / beta) ... -17.236 / -17.312 eV
ΔE to the lowest compared entry with this formula, charge and spin ... 105.5 kcal per mole
Largest force on an atom ... 3.353 eV/A
Kohn-Sham gap (alpha / beta) ... 6.0 / 6.1 eV
DFT total energy ... -19692.0937 eV

ORCA input file:
```
! wB97M-V def2-TZVPD RIJCOSX def2/J DEFGRID3
* xyz 1 1
N -1.246 -1.081 -0.180
N -0.296 -0.554 -0.144
N 0.726 0.126 0.239
F -0.038 2.253 0.009
Cl 2.249 -0.240 -0.087
*
```

(12)
ClFO3S | ωB97M-V with the def2-TZVPD basis set

Calculated values
HOMO level ... -10.281 eV
ΔE to the lowest compared entry with this formula, charge and spin ... 20.3 kcal per mole
Largest force on an atom ... 6.679 eV/A
Kohn-Sham gap ... 8.5 eV
DFT total energy ... -32211.6401 eV

ORCA input file:
```
! wB97M-V def2-TZVPD RIJCOSX def2/J DEFGRID3
* xyz 0 1
O 0.724 -1.927 0.218
O -0.728 0.049 -0.352
O 0.029 2.387 -1.643
F -0.111 -0.368 2.017
S -0.451 -1.350 0.627
Cl 0.537 1.208 -0.867
*
```

> DFT total energy of number 12 (ClFO3S)?

-32211.6401 eV